Record 1
An isolated molecule of C3H9N3O in a non-equilibrium geometry. Source: the OMol25 dataset; level of theory: ωB97M-V with the def2-TZVPD basis set.

Atoms and positions in Å:
C1 2.0809 -0.0079 -0.4068
N1 0.8723 0.1087 0.5783
N2 -0.3224 -0.5370 0.2738
N3 -0.3369 -1.9231 -0.1627
C2 -1.5130 0.1742 0.0274
C3 -1.2547 1.6556 0.0274
O1 -2.5243 -0.4330 -0.0826
H1 2.2616 -0.9288 -1.1505
H2 2.0306 0.9123 -1.0755
H3 3.0239 -0.0073 0.1523
H4 1.1953 -0.2407 1.4271
H5 -0.5159 -2.5612 0.5811
H6 -1.3046 -2.1167 -0.6001
H7 -2.1441 2.1727 -0.4072
H8 -1.2968 1.9596 1.1328
H9 -0.2518 1.7724 -0.3147

Values from the calculation:
SMILES: CNN(N)C(C)=O
Spin multiplicity: 1
Kohn-Sham gap, eV: 9.90
E_tot, hartree: -359.11955
Relative energy (zero: lowest compared OMol25 entry of this formula, charge and spin), eV: 3.399


Record 2
An isolated molecule of C4H7NO in a non-equilibrium geometry. Source: the OMol25 dataset; level of theory: ωB97M-V with the def2-TZVPD basis set.

Atoms and positions in Å:
C1 -1.7316 0.4249 -0.1901
N1 -0.3729 -0.0358 -0.0996
C2 0.2143 -1.3167 -0.1668
C3 1.8395 -0.0176 0.1067
C4 0.6451 0.8354 0.0946
O1 0.6128 2.0079 0.3962
H1 -1.9002 1.0743 0.6726
H2 -1.8597 1.0198 -1.1018
H3 -2.4393 -0.4043 -0.1830
H4 -0.4000 -1.9932 -0.8187
H5 0.4979 -1.8847 0.7012
H6 2.2256 0.0239 1.1476
H7 2.6686 0.2661 -0.5588

Values from the calculation:
Spin multiplicity: 1
Kohn-Sham gap, eV: 9.15
E_tot, hartree: -286.49849
Relative energy (zero: lowest compared OMol25 entry of this formula, charge and spin), eV: 3.623


Record 3
A cluster of 9 separate species, C27H74ClN10O16 in total in a non-equilibrium geometry. Source: the OMol25 dataset; level of theory: ωB97M-V with the def2-TZVPD basis set.

Atoms and positions in Å:
Cl1 -2.4193 -0.3816 -1.0091
O1 -2.8964 0.7520 -1.7392
O2 -1.3539 -1.0370 -1.6638
O3 -1.7509 0.0967 0.2329
O4 -3.5004 -1.1257 -0.5622
C1 -0.0427 -12.3808 4.3661
O5 0.2488 -11.0204 4.5254
C2 0.7881 -10.3380 3.3810
C3 0.4230 -8.8030 3.5477
N1 -1.0409 -8.6692 3.4355
C4 -1.5288 -7.3439 3.1601
C5 -1.1557 -6.2800 4.2370
O6 -1.6836 -6.6280 5.5353
C6 -0.7823 -6.5386 6.5834
H1 -0.8415 -12.4838 3.6318
H2 -0.3411 -12.6938 5.3667
H3 0.9203 -12.8152 4.0979
H4 0.4351 -10.6568 2.4003
H5 1.8745 -10.4252 3.3931
H6 1.0159 -8.1671 2.8902
H7 0.8258 -8.5620 4.5315
H8 -1.4840 -9.0903 4.2395
H9 -2.6062 -7.4848 3.0734
H10 -1.1166 -7.0215 2.2039
H11 -1.4009 -5.2555 3.9572
H12 -0.0789 -6.1626 4.3590
H13 0.1646 -7.0718 6.4985
H14 -1.1108 -6.8938 7.5602
H15 -0.4390 -5.5053 6.6336
C7 3.4521 -8.0268 -3.6941
O7 2.2583 -7.5371 -4.3667
C8 2.2576 -6.0790 -4.4694
C9 1.3271 -5.7213 -5.5956
N2 2.0180 -4.9270 -6.6221
C10 1.1296 -4.5979 -7.7193
C11 0.4564 -3.1648 -7.5606
O8 1.4102 -2.1180 -7.8903
C12 1.1957 -1.0739 -6.9476
H16 3.5309 -9.1036 -3.5442
H17 3.4480 -7.5193 -2.7295
H18 4.3648 -7.7091 -4.1984
H19 3.2772 -5.7143 -4.5937
H20 1.8650 -5.7896 -3.4946
H21 0.4880 -5.1254 -5.2369
H22 0.9443 -6.5777 -6.1507
H23 2.8778 -5.3670 -6.9172
H24 0.4273 -5.4275 -7.8017
H25 1.8935 -4.5730 -8.4964
H26 0.1881 -3.1911 -6.5045
H27 -0.5192 -2.9784 -8.0096
H28 1.8715 -0.2341 -7.1092
H29 1.2878 -1.4673 -5.9353
H30 0.2102 -0.6484 -7.1371
C13 -0.3917 14.9109 -0.0119
O9 -0.9552 13.5489 0.3479
C14 -1.2569 13.4374 1.7581
C15 -1.7081 12.0503 2.0960
N3 -0.6362 11.1800 1.7134
C16 -0.9799 9.7783 2.0948
C17 -1.3418 8.9054 0.8174
O10 -0.2490 8.5373 0.0040
C18 -0.5134 7.5918 -0.9820
H31 -1.0424 15.7777 0.1032
H32 -0.3479 14.9002 -1.1010
H33 0.6796 14.9934 0.1712
H34 -2.0650 14.1546 1.9024
H35 -0.3688 13.6455 2.3548
H36 -2.6414 11.8181 1.5831
H37 -1.9401 11.9718 3.1581
H38 -0.6167 11.0764 0.7089
H39 -1.7036 9.7989 2.9096
H40 -0.0688 9.3165 2.4752
H41 -2.0745 9.5030 0.2750
H42 -1.7341 7.9572 1.1849
H43 -1.5706 7.5381 -1.2419
H44 -0.2297 6.5823 -0.6844
H45 0.0709 7.9420 -1.8330
C19 6.0472 6.3632 3.4840
O11 5.4102 5.1167 3.9314
C20 4.5353 4.4443 2.9634
C21 5.0723 2.9854 2.6180
N4 4.6613 2.4391 1.2786
C22 4.7750 3.3534 0.1018
C23 4.6381 2.6286 -1.2123
O12 5.7154 1.7059 -1.4767
C24 5.5556 0.7233 -2.5080
H46 5.1969 6.9855 3.2050
H47 6.7494 6.2846 2.6540
H48 6.6883 6.7398 4.2810
H49 4.3267 5.1004 2.1184
H50 3.4831 4.3134 3.2158
H51 4.7415 2.3890 3.4683
H52 6.1610 3.0384 2.6254
H53 3.6737 2.2287 1.2993
H54 5.7651 3.7987 0.1997
H55 4.0322 4.1501 0.1409
H56 4.5038 3.3684 -2.0014
H57 3.7469 2.0086 -1.1153
H58 5.2490 1.2745 -3.3969
H59 4.7977 -0.0203 -2.2616
H60 6.4294 0.2143 -2.9148
C25 -8.0214 -2.3328 4.1673
O13 -8.5979 -2.7755 5.1107
N5 -6.7180 -2.2978 4.0454
N6 -8.6875 -1.7717 3.1551
H61 -6.0958 -2.7753 4.6817
H62 -6.2903 -2.0081 3.1775
H63 -8.0927 -1.2831 2.5012
H64 -9.6962 -1.7406 3.1963
C26 -9.8958 1.3230 -2.2086
O14 -9.2353 2.2507 -2.2919
N7 -9.5686 0.1092 -2.3896
N8 -11.1804 1.3363 -1.9047
H65 -10.2866 -0.5900 -2.2643
H66 -8.6232 -0.1568 -2.6250
H67 -11.5830 0.4333 -1.6981
H68 -11.6565 2.2248 -1.8414
C27 5.3855 -3.6885 1.0182
O15 5.5793 -4.8462 1.2943
N9 6.2769 -2.7361 1.0000
N10 4.1464 -3.2233 0.6369
H69 7.1722 -2.9518 1.4147
H70 6.0586 -1.8845 0.5029
H71 4.1897 -2.2248 0.4914
H72 3.3281 -3.8040 0.5215
O16 -5.7567 4.1226 -5.6950
H73 -4.8719 3.8364 -5.4685
H74 -6.3311 3.5635 -5.1718

Values from the calculation:
Spin multiplicity: 1
Kohn-Sham gap, eV: 7.52
E_tot, hartree: -3284.23369
Total charge: -1
Relative energy (zero: lowest compared OMol25 entry of this formula, charge and spin), eV: 8.168


Record 4
A cluster of 2 separate species, C6H9N in total in a non-equilibrium geometry. Source: the OMol25 dataset; level of theory: ωB97M-V with the def2-TZVPD basis set.

Atoms and positions in Å:
C1 -1.0938 0.3924 1.1198
C2 -0.3868 0.2165 -0.2164
C3 2.2002 -0.0537 0.8102
C4 0.4374 -1.0608 -0.5102
C5 -0.8967 -0.8425 -1.1467
C6 0.0263 1.4649 -0.8438
N1 0.3299 2.4644 -1.3417
H1 -2.0805 0.8473 0.9741
H2 -0.5216 1.0300 1.8006
H3 -1.2326 -0.5816 1.5988
H4 1.5580 0.4374 1.5751
H5 2.3651 0.7731 0.0828
H6 1.2984 -1.0283 -1.1739
H7 0.5016 -1.8170 0.2697
H8 -0.9091 -0.6184 -2.2071
H9 -1.7277 -1.4361 -0.7812

Values from the calculation:
Spin multiplicity: 1
Kohn-Sham gap, eV: 8.75
E_tot, hartree: -288.56628
Relative energy (zero: lowest compared OMol25 entry of this formula, charge and spin), eV: 5.871


Record 5
A cluster of 2 separate species, CH6NOS in total in a non-equilibrium geometry. Source: the OMol25 dataset; level of theory: ωB97M-V with the def2-TZVPD basis set.

Atoms and positions in Å:
C1 -0.1779 0.3141 0.3780
N1 -0.2450 -1.0822 0.0454
O1 1.2627 0.4519 -1.2536
S1 -1.4603 1.3328 -0.1164
H1 0.5707 0.6252 1.0910
H2 -0.0468 -1.7007 0.8457
H3 0.5153 -1.1500 -0.7003
H4 -1.1531 -1.3353 -0.3709
H5 1.4880 1.2702 -1.6886
H6 -0.8639 2.4943 0.1831

Values from the calculation:
Spin multiplicity: 1
Kohn-Sham gap (alpha / beta), eV: 8.85 / 8.00
E_tot, hartree: -569.49669
Total charge: +1
Relative energy (zero: lowest compared OMol25 entry of this formula, charge and spin), eV: 3.108


Record 6
A structure of composition C4H8N2OS2 in a non-equilibrium geometry. Source: the OMol25 dataset; level of theory: ωB97M-V with the def2-TZVPD basis set.

Atoms and positions in Å:
C1 0.7629 1.1640 -0.7165
C2 -2.1663 -0.6289 0.4053
C3 2.5410 -0.6007 -0.1714
C4 1.7130 0.5501 0.2132
N1 -2.3469 -0.1117 -0.9665
N2 -2.3169 0.7179 1.0614
O1 -3.0305 -1.6295 0.7736
S1 0.0997 2.6233 -0.4864
S2 -2.4229 1.3581 -0.3722
H1 0.3975 0.5040 -1.4661
H2 -1.1944 -0.9510 0.5827
H3 3.5823 -0.3244 -0.5918
H4 1.8705 -1.3166 -0.7737
H5 2.8700 -1.2900 0.6837
H6 2.4342 1.3512 0.6812
H7 0.9551 0.1698 0.9889
H8 -3.7486 -1.5855 0.1546

Values from the calculation:
Spin multiplicity: 1
Kohn-Sham gap, eV: 8.05
E_tot, hartree: -1138.16705
Relative energy (zero: lowest compared OMol25 entry of this formula, charge and spin), eV: 2.817


> What is the E_tot in the second record?

-286.49849 hartree